No. 1
DFT (ωB97M-V/def2-TZVPD) results for 4 unconnected molecules or ions with the total composition C6H18ClO3 at a distorted geometry.

Geometry as XYZ:
```
28
Properties=species:S:1:pos:R:3:forces:R:3
Cl 0.574997 -1.614640 -3.046686 -0.021 0.039 0.079
O -5.025957 -0.774518 -2.923744 0.458 -0.101 -0.351
O 3.824174 -3.007629 2.585713 -0.174 -1.268 0.586
O 1.088428 4.328918 -2.154278 -1.996 -0.355 -0.165
C 2.311729 6.303569 -1.607990 -0.316 0.522 -0.443
C 3.097062 -4.225168 2.974077 0.234 1.166 1.366
C -5.644775 -1.638811 -0.757965 0.699 0.653 0.724
C 3.317205 -4.410436 4.555565 -0.508 0.637 -1.661
C -5.672011 -0.458259 -1.728723 -1.197 -0.497 0.092
C 2.313186 4.790134 -1.754425 1.369 0.679 -0.027
H 2.614895 4.310608 -0.823232 0.239 0.052 0.234
H 4.375332 -4.261605 4.770758 -0.079 -0.076 0.064
H 1.955403 6.814004 -2.502745 -0.006 -0.383 -0.448
H 3.554863 -2.821210 1.683322 0.008 0.137 -0.156
H 2.999626 4.488120 -2.545418 0.762 0.234 0.144
H -4.664904 -1.665249 -0.281263 0.287 -0.235 -0.125
H 2.947479 -5.324164 5.020878 0.201 -0.383 -0.606
H -5.267919 0.465769 -1.315230 0.083 -0.010 0.400
H -5.809367 -2.607473 -1.229873 -0.235 0.225 -0.132
H 2.057316 -3.990394 2.746284 -0.225 -0.467 0.256
H 3.400516 -5.075885 2.363911 0.246 -0.075 0.205
H -6.707832 -0.258736 -2.003275 -0.111 0.138 -0.019
H 1.157236 3.372686 -2.204073 -0.323 -0.186 -0.124
H 3.307365 6.720512 -1.456446 0.067 -0.243 0.351
H -4.138294 -1.020898 -2.653639 0.460 -0.106 -0.464
H 1.618149 6.691426 -0.861908 0.184 -0.371 0.464
H -6.308887 -1.485164 0.092592 -0.385 -0.072 -0.155
H 2.724985 -3.645508 5.057813 0.281 0.347 -0.087
```
Positions in Å, forces in eV/Å.

As for the total charge: -1.

In the Löwdin picture, each atom carries the following charge in e: -1.00 -0.07 -0.11 -0.06 -0.09 -0.25 -0.09 -0.08 -0.35 -0.37 0.11 0.06 0.07 0.08 0.11 0.07 0.06 0.11 0.08 0.10 0.10 0.10 0.10 0.07 0.09 0.07 0.06 0.06

No. 2
DFT (ωB97M-V/def2-TZVPD) results for 14 unconnected molecules or ions with the total composition C29H80N7O23S at a distorted geometry.

Geometry as XYZ:
```
140
Properties=species:S:1:pos:R:3:forces:R:3
S -6.314035 -4.613448 -3.808427 -0.755 0.462 -0.602
O -2.641935 -7.134998 6.321813 0.693 0.271 -0.931
O -6.142545 -4.744958 -5.265347 0.110 -0.318 -0.515
O -0.148755 -2.072218 -0.574277 0.406 -1.489 -0.414
O -4.140995 0.756552 -6.357377 0.065 0.994 -0.304
O 5.938985 -3.156028 3.560093 0.775 -0.497 0.605
O 6.788405 7.008552 2.020453 1.175 -0.997 -0.691
O -8.036835 -3.602418 1.977483 0.418 -1.099 1.123
O -5.238885 -5.287738 -3.103247 1.693 -1.194 0.793
O -6.158435 2.426472 1.590503 -0.471 0.157 0.794
O -1.558425 6.445672 5.009753 -0.562 -0.414 -0.049
O 6.728025 2.138242 6.355313 -0.191 -0.446 1.260
O 8.353205 2.194282 -6.678927 0.881 -0.198 -1.242
O -6.413835 -3.225068 -3.407767 1.799 4.116 0.234
O 7.806895 0.436162 -4.495777 0.827 1.123 0.341
O -6.257495 0.416712 -8.250267 0.770 0.287 0.061
O 3.430145 -4.659098 -8.374887 0.166 -0.081 0.091
O 5.024565 7.480572 -0.146947 -0.600 -0.338 0.712
O -7.619835 2.464042 5.043453 -0.145 -0.281 0.159
O -3.418065 8.895432 -3.060947 0.346 0.680 -0.837
O -2.220605 -9.715128 -2.600397 0.005 0.095 0.249
O 0.765435 -5.787778 6.560963 -0.851 -0.008 0.613
O -2.766575 -9.427828 -5.640427 -1.311 -0.213 -1.142
O -7.623605 -5.006878 -3.326527 -2.397 -3.007 0.124
N 7.842235 -4.063188 4.380583 0.646 -0.606 0.952
N 1.091885 0.670492 -0.479687 0.120 1.401 1.001
N -3.431515 8.078112 -1.058247 -0.664 -2.054 3.477
N -6.633775 -5.239128 2.611473 0.353 -0.334 -0.011
N -1.675255 8.472922 5.860103 -0.436 1.996 1.291
N 7.262295 2.404652 8.494733 1.164 0.151 1.405
N 1.286545 -4.294378 -7.885907 -0.911 0.146 0.207
C -4.915065 1.884922 -6.807747 -1.019 -1.143 -0.227
C -1.613325 9.569692 -1.592367 -0.183 0.774 0.577
C 2.063415 -3.981528 -10.169957 -0.383 -0.745 -1.395
C 7.921875 0.012062 -5.831827 -1.549 -1.450 -1.286
C -2.887245 8.839132 -1.970317 0.771 0.361 -2.125
C -5.477175 1.603652 -8.201467 -0.092 0.653 -1.196
C 2.283285 1.312642 0.297093 -0.686 -0.969 -1.018
C -1.855565 -10.497428 -3.708447 0.748 -0.703 -0.110
C 0.193315 -0.081888 0.528553 -0.843 0.157 -0.229
C 7.605855 1.000582 -6.955277 -0.352 1.125 2.688
C 7.812595 -3.055768 2.179983 1.056 -0.126 -0.394
C -8.154305 -4.267758 4.260923 0.139 -0.669 0.565
C -0.849765 -1.024298 -0.012247 -0.263 0.076 -1.132
C 5.807825 7.988592 2.139083 -0.799 -0.503 0.653
C -1.596675 -9.653938 -4.931337 0.189 1.385 0.663
C 6.412645 2.060902 7.555173 -0.934 1.503 -3.527
C -1.309215 -6.820968 6.742253 -0.457 0.365 1.607
C 5.287545 8.516102 0.795803 0.639 0.525 -0.407
C -6.333565 2.083432 2.951923 0.112 0.266 1.346
C 7.128015 -3.462378 3.440593 -2.434 1.471 -1.460
C -0.575885 -5.695758 5.988893 0.912 -1.158 -0.147
C 5.002175 1.841952 7.949093 -0.710 -1.437 0.359
C -1.955325 7.172842 5.903673 0.562 -1.981 -0.290
C 2.308845 -4.357508 -8.751617 1.264 0.201 0.250
C -7.279455 3.015122 3.804203 0.694 -0.011 -1.596
C -7.611645 -4.371138 2.849783 -1.623 2.584 -0.474
C -2.608505 6.615722 7.190303 0.707 0.764 0.224
C 1.687185 -0.190808 -1.572897 -0.855 0.286 1.152
C 0.270115 1.808872 -1.088787 0.135 -0.667 1.111
H -3.020825 7.935042 -0.146677 0.139 0.209 -0.236
H 7.371795 -4.230218 5.258583 0.280 -0.186 -0.102
H 7.106435 -0.709988 -5.874377 0.331 -0.808 -0.726
H 8.781945 -4.388328 4.203573 -0.319 0.114 0.251
H -6.152465 -5.667908 3.389023 0.125 -0.040 -0.610
H -8.182845 3.266382 3.248463 -0.229 -0.323 0.114
H -4.390435 2.836362 -6.720457 0.299 -0.188 -0.120
H 2.883785 0.502432 0.710683 -0.303 -0.004 0.313
H -0.779545 -9.942678 -5.592427 -0.089 -0.524 0.026
H -1.871625 9.016362 6.688483 0.005 0.148 -0.384
H 4.403945 9.114812 1.016963 -0.274 -0.265 -0.276
H -2.780275 -9.008478 -2.930557 -0.359 0.176 0.235
H -7.929715 -3.298318 4.705713 -0.183 0.137 -0.349
H 1.928395 2.019292 1.047293 0.003 -0.148 -0.158
H -5.561985 -0.197388 -8.496727 -0.540 -0.923 0.242
H -6.268505 -5.087978 1.682053 0.570 -0.611 0.003
H 6.206585 8.656642 2.902493 -0.301 1.062 -0.587
H 4.962105 7.510272 2.633113 -0.476 0.162 -0.049
H -0.758865 9.480762 -2.263257 -0.410 -0.418 -0.224
H -0.295225 2.265242 -0.276247 0.271 0.190 0.079
H 1.431195 -4.729728 -10.648067 -0.710 0.041 0.246
H -1.551965 -1.359078 0.751253 0.304 0.171 0.674
H -9.227045 -4.459488 4.284753 0.018 0.291 -0.214
H -3.547855 6.072952 7.084923 0.185 0.156 -0.425
H -7.715875 -4.999088 4.939923 0.148 -0.209 -0.021
H -0.440335 0.643722 1.038533 0.866 0.468 0.459
H -4.751405 1.547232 -9.012747 0.988 -0.301 0.383
H -0.952835 -11.044668 -3.436947 0.147 0.018 0.177
H -0.533105 -5.932988 4.925883 -0.113 0.078 -0.105
H 0.330985 -4.177548 -8.191467 0.218 0.042 0.192
H -7.020105 2.215352 1.223683 0.002 0.026 -0.687
H 7.038335 2.266262 9.469813 0.415 0.305 -0.241
H 6.595375 1.393802 -6.843877 -0.605 -0.879 -0.404
H 2.946655 -4.136138 -10.789707 0.387 0.584 0.528
H -1.522085 -0.674158 -0.795497 -0.010 1.059 0.037
H 0.978245 2.535892 -1.486397 -0.391 -0.203 -0.521
H 2.462135 0.369282 -2.096207 -0.213 0.030 0.015
H -4.763405 0.227922 -5.852657 0.117 -0.446 0.068
H -2.721835 7.401332 7.937343 -0.398 0.191 -0.096
H -6.592385 1.031452 3.072143 -0.529 -0.088 -0.100
H 1.488885 -4.445018 -6.907927 -0.152 -0.135 -0.251
H -5.801605 1.908772 -6.174067 -0.066 0.454 0.182
H 4.585855 1.157712 7.209783 -0.146 -0.039 0.184
H 1.519305 -5.451128 6.071113 -0.629 0.249 -0.598
H -1.210275 8.935752 5.092193 -0.059 -0.542 0.061
H -1.288495 9.340342 -0.577487 0.042 -0.178 -0.025
H 2.911955 1.755722 -0.475277 -0.198 0.429 0.201
H 2.097715 -1.025938 -1.005327 -0.022 -0.304 -0.747
H 4.341575 2.708102 7.987493 0.551 0.320 -0.144
H -1.034555 -4.716478 6.125773 0.096 -0.005 0.160
H -3.084545 -8.557808 -5.388297 -0.413 -0.019 -0.305
H 4.979935 1.375832 8.934143 -0.299 -0.135 0.082
H -1.417075 -6.516358 7.783253 0.269 0.534 0.229
H -3.081765 -7.624448 7.020813 0.147 0.032 0.029
H 8.175735 2.341952 -5.747097 0.106 0.157 0.212
H -1.866665 10.629762 -1.579477 -0.001 0.127 -0.079
H 8.736725 -3.620248 2.055723 0.088 -0.002 -0.314
H 0.812165 -0.690898 1.187513 0.217 0.412 0.043
H 6.453535 6.177892 2.366063 0.091 0.031 -0.171
H 5.939985 9.139462 0.184373 0.570 0.704 0.980
H -6.067715 2.391532 -8.669027 -0.541 0.549 0.951
H -0.635545 -7.669548 6.861373 -0.069 -0.351 -0.862
H 8.126255 2.784352 8.134863 0.147 -0.213 0.604
H 7.734415 0.470142 -7.898777 0.467 0.695 -0.146
H 8.605395 0.086382 -4.093697 -0.119 0.324 0.502
H 5.908615 7.206572 -0.401837 -0.028 -0.400 -0.156
H -0.788285 -2.549488 -1.107947 0.128 -0.621 -0.214
H 8.093755 -2.004828 2.247683 -0.041 0.054 0.157
H -1.381785 -8.647338 -4.572617 1.165 -0.070 0.447
H 8.894005 -0.438398 -6.032187 0.000 -0.093 0.065
H -1.875765 5.963962 7.666123 0.003 -0.321 -0.348
H -4.159905 7.406532 -1.254517 -0.039 0.485 -0.521
H -0.498045 1.378632 -1.731377 0.488 0.170 -0.504
H 7.182945 -3.151848 1.295443 -0.078 -0.210 0.300
H -6.816985 2.101042 5.424573 0.049 -0.073 0.187
H 1.615605 -3.000568 -10.328967 0.086 -0.053 0.156
H -2.617015 -11.247668 -3.921617 -0.196 -0.037 -0.210
H 0.816755 -0.416688 -2.188877 0.620 -0.565 -0.246
H -5.375535 2.163832 3.465543 0.410 0.089 -0.302
H -6.754125 3.962162 3.927733 0.131 0.220 0.070
```
Positions in Å, forces in eV/Å.

As for the total charge: -1.

Results of the Löwdin charge analysis, in e, for atoms 1 through 99: 0.05 -0.07 -0.47 -0.06 -0.08 0.01 -0.07 0.03 -0.48 -0.06 0.01 0.00 -0.08 -0.44 -0.07 -0.05 0.02 -0.08 -0.06 0.03 -0.06 -0.10 -0.05 -0.42 0.16 -0.33 0.15 0.16 0.15 0.16 0.16 -0.23 -0.01 -0.02 -0.27 -0.64 -0.27 0.01 -0.27 -0.10 -0.22 -0.02 -0.02 -0.27 -0.26 -0.28 -0.63 -0.25 -0.24 -0.26 -0.63 -0.19 -0.02 -0.60 -0.63 -0.26 -0.61 0.00 0.01 0.00 0.10 0.12 0.12 0.11 0.10 0.12 0.11 0.10 0.11 0.10 0.11 0.09 0.08 0.10 0.09 0.13 0.12 0.11 0.08 0.09 0.08 0.14 0.08 0.08 0.06 0.13 0.11 0.11 0.12 0.11 0.09 0.11 0.11 0.08 0.13 0.10 0.10 0.09 0.06

No. 3
DFT (ωB97M-V/def2-TZVPD) results for a molecular structure, C36H28AsBeN5OS.

Geometry as XYZ:
```
73
Properties=species:S:1:pos:R:3:forces:R:3
As 0.531420 1.183124 0.676031 0.824 -0.098 0.542
S -3.419909 0.482157 -0.763700 -0.023 -0.704 0.263
O -0.259885 -0.038141 -0.117606 -0.050 0.268 0.058
N -1.185532 -1.068228 -2.396278 0.140 -0.074 0.338
N -1.876743 2.831611 -0.770880 0.010 -0.142 -0.013
N -1.451207 -1.557020 2.226962 0.062 -0.003 -0.192
N -2.539111 -2.987006 0.621856 -0.146 -0.209 -0.244
N -2.146104 -2.326422 -0.377252 -0.091 -0.236 0.523
C 1.868451 0.730059 -4.656096 0.013 0.051 -0.005
C -1.060270 -1.407164 3.491131 -0.064 0.070 -0.132
C -1.667878 2.053174 2.352049 0.066 -0.169 -0.013
C 0.823106 -1.256466 -3.782570 -0.032 0.051 0.037
C -1.374408 -2.291680 4.510155 0.009 0.043 -0.006
C 0.267168 3.500619 2.304509 0.067 -0.111 -0.054
C -0.366705 4.376013 3.173780 -0.006 0.015 0.020
C -3.295060 -4.582898 -3.060212 -0.021 -0.095 -0.147
C 3.569492 -1.305350 3.289515 -0.019 -0.018 -0.043
C 3.816379 2.224765 -1.654396 -0.008 0.016 -0.009
C 2.890263 -1.899973 2.233831 0.044 0.037 0.052
C 0.859913 1.496636 -4.088187 -0.004 -0.038 0.022
C -3.188969 -4.059009 -1.807351 0.075 0.212 0.150
C 2.931851 1.587516 -0.797602 -0.063 0.057 -0.006
C 1.989793 -1.156639 1.485189 -0.122 0.062 -0.110
C -0.382271 2.336205 1.911495 -0.218 0.119 -0.412
C -1.648555 4.094607 3.624676 0.027 -0.037 -0.020
C -2.437735 -2.879704 -1.605011 -0.010 -0.163 -0.647
C -2.648364 -3.944921 -4.150328 -0.003 -0.029 0.081
C -2.532172 1.870353 -0.773910 0.368 0.780 -0.078
C 3.477656 3.446679 -2.217764 -0.027 -0.014 0.059
C 1.363837 3.399161 -1.066057 -0.246 0.052 0.148
C -2.158306 -3.391053 4.196771 -0.007 -0.035 0.064
C 1.846019 -0.648567 -4.494798 -0.004 -0.045 -0.022
C 1.760900 0.180652 1.795106 -0.005 -0.047 -0.118
C -2.556870 -3.571063 2.889218 -0.056 -0.049 -0.119
C 3.347332 0.030307 3.596320 0.012 -0.019 0.033
C 2.441244 0.772753 2.853247 -0.077 0.070 -0.061
C -1.921597 -2.801796 -3.989296 -0.029 -0.002 0.025
C -0.160259 0.896605 -3.365096 -0.069 0.010 -0.027
C -0.197847 -0.489011 -3.212527 0.053 -0.029 0.063
C -1.803758 -2.210721 -2.698211 -0.090 0.028 0.078
C -2.163069 -2.639780 1.921813 0.117 0.247 0.408
C 1.704869 2.177134 -0.498054 -0.060 -0.128 -0.019
C -2.295781 2.934848 3.215927 -0.005 0.045 0.065
C 2.251606 4.028429 -1.924654 0.083 0.026 -0.054
Be -1.485810 -0.698999 -0.763893 -0.214 0.343 -0.535
H -3.670472 -4.518058 -0.955914 0.023 -0.029 -0.011
H 2.261562 1.811084 3.102744 0.030 0.013 0.038
H -2.175732 1.163672 2.001806 -0.049 -0.052 -0.008
H -3.868617 -5.484580 -3.230091 -0.003 0.036 -0.001
H 3.206980 0.638427 -0.363002 0.015 -0.106 0.049
H 0.133697 5.284283 3.483886 -0.005 -0.009 -0.013
H -2.149954 4.789126 4.286707 0.006 -0.021 0.001
H 4.275554 -1.883450 3.872220 -0.008 0.011 -0.004
H -0.939620 1.497849 -2.911491 0.024 -0.011 -0.002
H 1.980490 4.972871 -2.379747 -0.012 0.000 0.057
H 1.452363 -1.598992 0.655376 0.000 -0.055 0.044
H -0.461001 -0.528680 3.701211 0.033 0.072 0.004
H 0.866391 2.573635 -4.202437 0.002 -0.014 0.006
H -3.301267 2.726614 3.558504 0.015 -0.010 -0.025
H -3.150683 -4.419993 2.581070 0.003 0.011 -0.003
H 1.254769 3.725084 1.918658 0.002 0.093 0.024
H 3.883544 0.493695 4.414695 -0.031 0.005 0.002
H 2.638352 -1.256400 -4.916964 -0.037 0.008 0.003
H 0.404186 3.848947 -0.847164 -0.078 -0.038 -0.036
H -1.454762 -2.313082 -4.833277 -0.007 -0.012 0.000
H 2.668926 1.203827 -5.211475 -0.021 -0.018 0.007
H -1.015891 -2.117537 5.515692 -0.017 0.016 -0.023
H 4.171980 3.949100 -2.880303 -0.033 -0.027 -0.007
H -2.444312 -4.099521 4.963670 -0.005 -0.016 -0.031
H -2.744101 -4.374620 -5.140795 -0.006 0.016 0.016
H 4.771081 1.765272 -1.876245 -0.026 -0.003 -0.015
H 0.820789 -2.330366 -3.636315 0.012 0.014 -0.013
H 3.068653 -2.939993 1.991139 -0.029 0.018 -0.001
```
Positions in Å, forces in eV/Å.

In the Löwdin picture, each atom carries the following charge in e: 1.32 0.70 -0.39 0.03 0.07 0.14 0.10 0.04 -0.11 -0.14 -0.10 -0.04 -0.06 -0.11 -0.07 -0.10 -0.08 -0.07 -0.07 -0.09 -0.02 -0.08 -0.10 -0.31 -0.07 -0.19 -0.07 -0.90 -0.08 -0.10 -0.07 -0.09 -0.31 -0.01 -0.08 -0.09 -0.01 -0.02 -0.25 -0.21 -0.31 -0.28 -0.06 -0.08 -0.07 0.10 0.10 0.08 0.10 0.10 0.11 0.11 0.10 0.09 0.11 0.11 0.10 0.10 0.11 0.11 0.10 0.10 0.10 0.08 0.11 0.10 0.10 0.11 0.11 0.10 0.11 0.11 0.11

No. 4
DFT (ωB97M-V/def2-TZVPD) results for a molecular structure, B2CsF8.

Geometry as XYZ:
```
11
Properties=species:S:1:pos:R:3:forces:R:3
Cs 0.167875 1.073329 0.124038 0.066 -0.249 0.113
F 1.506965 0.540846 2.784570 -0.015 0.293 -0.134
F 2.316003 -0.743137 1.038023 0.017 0.226 0.013
F 2.586926 -1.438906 3.219425 -0.158 0.057 -0.121
F -1.905084 -0.528755 -1.461157 -0.042 0.203 -0.151
F -0.436323 0.574957 -2.821803 -0.038 0.163 -0.002
F 0.486558 -1.430758 2.224301 0.088 0.166 0.005
F -2.660537 0.430664 -3.434988 0.000 0.103 0.071
F -2.013161 1.742374 -1.632310 -0.171 0.305 -0.112
B 1.734815 -0.778833 2.334221 0.163 -0.646 0.281
B -1.784034 0.558216 -2.374320 0.090 -0.621 0.035
```
Positions in Å, forces in eV/Å.

As for the total charge: -1.

In the Löwdin picture, each atom carries the following charge in e: 1.39 0.00 -0.01 0.11 0.02 0.01 0.06 0.13 -0.03 -1.34 -1.34

Ordered electronic energy results: -925.3296; -3664.6334; -4386.4846; -869.4182; unit a.u..
Ordered gap between HOMO and LUMO results: 0.2428; 0.0461; 0.2160; 0.4122; unit Ha.